# 1
ORCA calculation (the ωB97M-V functional and the def2-TZVPD basis) on a gas-phase ion, C4H6NO2S (charge -1).

Charge: -1
Multiplicity: 1
Structure (SMILES): O=CN[C@@H](C=O)C[S-]

Cartesian coordinates (Å):
O1 -0.305 -0.667 -2.602
C1 0.102 -1.295 -1.600
N1 0.308 -0.950 -0.299
C2 0.544 0.300 0.264
C3 0.026 1.382 -0.636
O2 0.648 2.425 -0.854
C4 -0.326 0.267 1.590
S1 -2.087 -0.153 1.133
H1 0.385 -2.323 -1.734
H2 0.335 -1.785 0.336
H3 1.613 0.491 0.584
H4 -1.013 1.224 -0.749
H5 0.085 -0.212 2.494
H6 -0.316 1.295 2.072

---

# 2
ORCA calculation (the ωB97M-V functional and the def2-TZVPD basis) on a gas-phase ion, C4H6NO3 (charge +1).

Charge: +1
Multiplicity: 1
Structure (SMILES): C[N+](C=O)(C=O)C=O

Cartesian coordinates (Å):
C1 0.312 0.041 1.298
N1 0.010 0.020 -0.136
C2 0.682 -1.052 -0.927
O1 0.669 -2.151 -0.533
C3 0.338 1.286 -0.733
O2 0.361 1.302 -1.922
C4 -1.459 -0.289 -0.033
O3 -2.239 0.566 -0.109
H1 1.404 0.127 1.515
H2 -0.158 0.952 1.598
H3 0.083 -0.810 1.947
H4 1.050 -0.623 -1.866
H5 0.614 1.992 -0.043
H6 -1.668 -1.361 -0.056

---

The evaluated HOMO level for the records listed, in turn: -2.89 -16.53 eV.
The evaluated E_LUMO for the records listed, in turn: 3.674 -5.487 eV.